Here is C47H98InN5O7 as an isolated structure in a non-equilibrium geometry from the OMol25 dataset. Energies are from ωB97M-V with the def2-TZVPD basis set.

Each line ends with the Löwdin charge.
Element x y z (Å)
C: -3.60 -0.99 -0.28  -0.03
O: 5.81 4.06 4.24  0.05
C: -5.74 -3.39 -3.83  -0.03
H: 5.64 4.65 3.50  0.12
H: 7.60 -0.67 -3.75  0.10
H: -1.15 -7.20 -0.21  0.13
H: 4.43 3.40 1.51  0.09
H: -3.06 0.88 -2.32  0.12
C: 3.66 4.47 5.98  -0.02
H: 5.17 1.34 6.27  0.08
C: 6.03 -0.33 -5.85  -0.01
H: 3.58 2.76 -2.23  0.12
H: -4.78 0.75 -3.87  0.10
H: 2.44 1.81 6.22  0.13
H: 4.10 1.02 -0.54  0.07
C: -0.97 5.61 3.60  -0.15
H: -0.94 -7.24 -1.93  0.13
H: 5.92 2.85 -2.89  0.11
H: 5.32 0.14 4.01  0.09
H: 5.82 2.85 6.55  0.09
C: 5.18 2.76 -3.69  -0.17
C: 7.30 0.37 -3.85  0.00
C: -4.58 -1.29 -4.43  -0.13
H: -2.37 1.77 2.69  0.10
H: 5.76 1.07 -1.19  0.08
H: -0.77 6.59 4.04  0.14
C: -2.81 -8.07 -1.26  -0.19
N: 4.67 3.23 4.19  -0.05
H: -6.34 -0.11 -0.67  0.08
H: -5.05 1.12 -0.43  0.08
H: 1.38 -0.55 1.26  0.09
H: 6.51 0.78 2.90  0.09
H: 2.08 0.81 -1.93  0.08
H: -4.53 -5.46 2.15  0.05
C: 5.92 0.47 -4.53  -0.47
H: 0.68 2.69 3.21  0.09
H: -7.29 -1.40 -4.57  0.09
H: -3.94 -3.82 -0.53  0.08
H: 3.05 4.40 6.89  0.10
H: -1.21 6.78 0.34  0.09
H: 4.51 5.05 6.34  0.09
C: -3.40 -0.15 -2.55  -0.14
H: -0.27 -4.98 -1.94  0.10
H: -0.49 7.47 1.79  0.10
C: -0.96 3.20 1.90  -0.44
H: 3.03 5.05 5.30  0.08
H: -6.63 -0.15 -3.59  0.06
N: -3.10 -5.46 -0.03  -0.09
C: 2.65 2.26 5.25  -0.10
H: -3.17 0.32 -4.64  0.12
C: 3.91 2.17 -3.09  -0.13
H: -5.94 1.05 -1.89  0.08
H: 1.86 0.56 4.14  0.11
H: -0.75 2.81 4.02  0.14
H: -2.56 -9.14 -1.26  0.12
C: -4.22 -6.42 0.23  -0.45
C: -1.75 1.90 1.80  -0.01
H: -3.52 6.67 1.61  0.09
C: -0.66 6.54 1.26  0.01
H: 4.38 2.32 7.50  0.10
H: -5.44 -6.93 2.01  0.10
O: -2.55 4.36 0.52  0.07
H: -5.13 -1.05 -5.34  0.13
C: -5.51 -6.02 -0.54  0.00
C: 5.78 1.06 3.66  -0.01
H: 7.92 0.91 -4.57  0.10
H: -3.44 4.64 0.81  0.14
H: 2.54 -0.86 -2.18  0.08
C: -2.28 -5.66 -1.21  -0.50
H: -4.85 -3.93 -4.15  0.07
C: -2.95 -5.37 -2.55  -0.02
H: -2.54 7.52 2.66  0.10
C: -4.49 -6.47 1.72  -0.07
C: -1.02 -4.75 -1.18  -0.03
H: -3.28 -8.05 -2.26  0.11
H: 5.32 -1.68 -2.84  0.14
C: -6.95 -1.19 -3.57  0.00
C: -4.42 -0.63 -1.52  -0.48
H: 2.13 0.09 -3.51  0.10
H: 3.07 2.25 -3.78  0.13
C: 4.84 2.35 6.52  -0.02
C: -0.21 3.33 3.22  -0.12
H: -3.79 -5.97 -2.88  0.07
H: -2.69 -1.51 -0.58  0.07
H: -1.34 -3.71 -1.25  0.07
H: 2.74 2.24 2.63  0.10
H: -0.52 -4.88 -0.22  0.06
H: -2.45 1.86 0.96  0.08
O: 0.28 -3.01 1.05  -0.11
C: -5.50 0.41 -1.13  -0.01
C: 3.98 3.06 5.46  -0.48
C: -2.85 6.49 2.46  -0.02
C: 0.02 3.15 0.68  0.01
H: -2.19 -5.31 -3.33  0.10
H: 0.08 0.30 0.38  0.05
H: -2.51 -0.78 -2.51  0.12
C: 2.83 1.04 4.35  -0.18
H: -3.17 -0.18 0.30  0.07
H: 5.26 -0.07 -6.58  0.09
N: -4.98 -1.89 -2.07  -0.08
N: 4.87 -0.07 -3.65  -0.03
C: -1.55 5.68 2.18  -0.48
H: 0.49 4.67 4.72  0.11
H: -1.70 5.22 4.32  0.13
H: -7.70 -1.27 -2.78  0.08
C: 0.25 4.71 3.65  -0.17
C: 0.56 -0.66 0.55  0.01
H: 5.27 1.85 1.06  0.06
H: -4.17 -1.58 0.45  0.09
H: 4.91 1.99 -5.73  0.13
O: -1.13 -1.62 1.90  -0.11
H: -6.15 -4.01 -3.03  0.07
C: -1.68 -7.07 -1.16  -0.13
C: 4.83 2.17 3.23  -0.49
H: -3.79 -1.99 -4.68  0.12
N: -1.86 4.35 1.71  -0.01
H: 0.65 4.04 0.62  0.07
In: -1.69 -4.33 2.73  1.06
H: -0.53 3.01 -0.25  0.09
C: 3.43 1.48 3.01  -0.13
H: 6.14 3.12 1.80  0.09
H: -6.63 -2.04 -1.12  0.09
C: 4.78 0.58 -1.27  0.00
H: 1.11 5.14 3.13  0.12
H: 1.95 3.01 4.90  0.08
H: -1.09 1.05 1.72  0.06
H: -3.73 -6.98 2.32  0.07
C: 4.11 0.68 -2.68  -0.46
H: 5.10 3.77 -4.09  0.12
C: -0.18 -1.85 1.09  -0.73
C: 2.67 0.15 -2.56  -0.03
H: -6.54 -3.44 -4.57  0.09
O: 4.74 -1.43 -3.59  0.07
H: -5.71 -4.97 -0.31  0.07
H: 7.42 0.89 -2.90  0.08
C: -3.81 -7.91 -0.14  -0.11
H: 0.27 6.09 0.92  0.07
H: 4.94 -0.46 -1.00  0.09
H: -3.46 6.09 3.26  0.10
H: -4.75 -8.40 -0.43  0.13
O: -5.81 -2.56 -1.16  -0.03
H: 3.55 0.64 2.32  0.12
C: -3.96 0.02 -3.95  -0.17
H: -3.35 -8.33 0.75  0.11
C: 5.15 2.64 1.80  -0.03
H: 1.06 -0.84 -0.41  0.06
H: -5.47 -6.25 -1.60  0.08
H: 7.00 -0.16 -6.32  0.10
C: 5.61 1.93 -4.90  -0.13
H: 3.26 0.20 4.91  0.11
H: -6.35 -6.57 -0.10  0.09
H: 5.83 -1.38 -5.64  0.08
C: -5.57 -1.91 -3.43  -0.48
O: -3.42 -4.12 0.24  -0.11
H: 0.71 2.33 0.88  0.07
H: 6.47 2.52 -5.22  0.13
H: 6.39 1.42 4.49  0.08
H: -3.29 -4.32 -2.55  0.07

Output
net charge	+2
ΔE to the lowest compared entry with this formula, charge and spin	0.00	kJ/mol
frontier orbital gap	1.55	eV